# 1
Entry from the OMol25 dataset: a cluster of 3 separate species, C26H35F2N4O4 in total (wB97M-V/def2-TZVPD).

Summary:
E_tot ... -1730.94004 a.u.
Net charge ... +1
HOMO ... -0.4164 Ha

Last column: Mulliken charge in e.
Element x y z (Å)
C: -1.6564 -3.4191 -5.2865  -0.96
C: -1.8453 -1.8370 -5.1974  0.58
O: -2.6776 -1.2385 -5.9254  -0.53
N: -1.1014 -0.9664 -4.2347  -0.38
C: -2.0591 -0.8333 -3.0617  -0.58
C: -1.8347 0.5606 -2.2531  -0.53
C: -1.2828 0.1601 -0.8084  -0.37
C: -0.7071 1.3802 0.0560  -0.51
C: -0.6406 1.1002 1.6378  0.30
C: 0.4529 2.0031 2.4592  -0.68
C: 1.3156 0.8214 3.0808  0.01
N: 2.5942 0.8597 3.8401  0.11
C: 2.9326 2.2586 4.2611  -0.76
C: 3.6046 0.3531 2.8407  0.28
C: 3.4636 0.6026 1.2592  -0.55
O: 4.5838 -0.3166 3.2129  -0.49
N: 0.9008 -0.4453 2.9448  0.11
C: -0.3698 -0.4138 2.1195  0.14
C: -1.6335 -1.2516 2.6842  -0.50
O: -1.2486 -2.6549 2.7029  -0.17
N: -1.4668 -3.2481 1.4933  -0.04
O: -0.4005 -3.6588 1.1217  -0.14
H: -1.7886 -3.9393 -4.2720  0.28
H: -2.4760 -3.8363 -5.9765  0.30
H: -0.6290 -3.6746 -5.7257  0.30
H: -0.2915 -1.5155 -3.9010  0.31
H: -3.1428 -1.0037 -3.3600  0.39
H: -1.7758 -1.6974 -2.3482  0.28
H: -1.0585 1.2072 -2.7967  0.34
H: -2.8440 1.1129 -2.2262  0.24
H: -2.0581 -0.3863 -0.1780  0.05
H: -0.4026 -0.5648 -0.9864  0.28
H: 0.3899 1.5314 -0.2769  0.28
H: -1.2570 2.3456 -0.2022  -0.15
H: -1.6172 1.5137 2.0934  0.38
H: -0.0396 2.7592 3.1655  0.37
H: 1.0628 2.4809 1.6214  0.29
H: 3.0966 2.9450 3.3572  0.33
H: 2.2156 2.6931 5.0335  0.33
H: 3.9549 2.1916 4.7861  0.33
H: 4.3854 0.2349 0.6804  0.37
H: 2.5721 0.0547 0.7944  0.09
H: 3.2872 1.7266 1.0671  0.29
H: 1.3921 -1.2626 3.3336  0.37
H: -0.0529 -1.0994 1.2445  -0.04
H: -2.4657 -1.1299 1.9135  0.35
H: -2.0092 -0.8885 3.6913  0.33
F: -3.0873 3.7418 0.6995  -0.31
C: -3.4745 4.4890 -0.3540  0.40
C: -2.5440 5.2864 -1.0005  -0.19
C: -2.9422 6.0532 -2.0906  -0.52
C: -4.2681 6.0213 -2.5140  -0.47
C: -5.1946 5.2201 -1.8533  -0.39
C: -4.7949 4.4448 -0.7702  -0.48
H: -1.5178 5.3047 -0.6513  0.41
H: -2.2208 6.6751 -2.6089  0.37
H: -4.5789 6.6230 -3.3615  0.38
H: -6.2278 5.1995 -2.1817  0.38
H: -5.5007 3.8085 -0.2494  0.42
F: 6.4791 -4.8659 -0.1379  -0.31
C: 5.2041 -4.7040 0.2394  0.19
C: 4.8231 -3.5246 0.8591  -0.46
C: 3.4982 -3.3551 1.2461  0.19
C: 2.5714 -4.3704 1.0193  -0.61
C: 2.9675 -5.5525 0.4005  -0.50
C: 4.2898 -5.7189 0.0030  -0.41
H: 5.5594 -2.7489 1.0352  0.45
H: 3.1877 -2.4317 1.7257  0.12
H: 1.5391 -4.2371 1.3264  0.50
H: 2.2465 -6.3441 0.2280  0.40
H: 4.6139 -6.6288 -0.4879  0.43

Atoms 1-2, force components in eV/Å:
-0.2 0.2 -0.1
-1.9 1.9 -2.1

# 2
Entry from the OMol25 dataset: a structure of composition C26H35HgN5NbO3 (wB97M-V/def2-TZVPD).

Summary:
E_tot ... -1721.09692 a.u.
Multiplicity ... 2
Net charge ... +2
HOMO (alpha / beta) ... -0.5065 / -0.5067 Ha

Last column: Löwdin spin population.
Element x y z (Å)
N: -1.6589 -0.1836 0.2506  0.00
C: -2.4614 -0.9900 0.7971  0.00
O: -3.1981 -1.7131 1.3540  0.00
Hg: -0.7947 3.7234 0.5158  0.61
Nb: 0.2215 0.3939 0.1174  0.05
N: 0.1165 2.3803 -0.7251  0.17
N: 0.6595 -1.1915 -0.9562  0.00
C: -0.3844 2.5054 -2.1422  0.01
C: 0.1525 -2.3233 -1.7414  0.00
C: -0.1875 3.9328 -2.6750  0.01
C: 0.3591 1.5246 -3.0368  0.01
C: -1.8836 2.2021 -2.1477  0.01
C: -0.1694 -3.4813 -0.7958  0.00
C: 1.2053 -2.7631 -2.7595  0.00
C: -1.1146 -1.8967 -2.4688  0.00
H: -0.6925 4.6991 -2.0747  0.02
H: -0.6226 3.9929 -3.6819  0.00
H: 0.8681 4.2089 -2.7503  0.00
H: 1.3998 1.8507 -3.1647  0.00
H: -0.1408 1.5197 -4.0167  0.00
H: 0.3352 0.5073 -2.6094  0.00
H: -2.1074 1.2310 -1.6768  0.00
H: -2.2343 2.1855 -3.1936  0.00
H: -2.4630 2.9740 -1.6149  0.01
H: 0.7400 -3.8661 -0.3228  0.00
H: -0.6285 -4.2910 -1.3787  0.00
H: -0.8709 -3.1713 -0.0121  0.00
H: 2.0742 -3.2143 -2.2689  0.00
H: 1.5378 -1.9150 -3.3696  0.00
H: 0.7602 -3.5138 -3.4240  0.00
H: -1.5153 -2.7746 -2.9938  0.00
H: -0.9040 -1.1232 -3.2181  0.00
H: -1.8797 -1.5276 -1.7778  0.00
C: 1.6085 2.4821 -0.6457  0.01
H: 2.0693 1.4638 -0.4539  0.00
H: 2.0282 2.8621 -1.5885  0.00
H: 1.9011 3.1337 0.1914  0.01
C: 2.0062 -1.3538 -0.3274  0.00
H: 2.1892 -0.5728 0.4609  0.00
H: 2.0845 -2.3327 0.1696  0.00
H: 2.8065 -1.2662 -1.0789  0.00
O: 0.7901 2.7910 2.7103  0.05
C: 0.5757 1.6327 3.0779  0.01
N: 0.3672 1.1831 4.3541  0.00
C: 0.2839 -0.2613 4.4675  0.00
C: 0.2492 -0.6309 2.9833  0.00
O: -0.0052 -1.7246 2.4513  0.00
N: 0.4684 0.4996 2.2421  0.00
C: 1.5536 -0.7310 5.1782  0.00
C: 2.4288 -1.6291 4.5719  0.00
C: 3.6625 -1.9157 5.1743  0.00
C: 4.0118 -1.3166 6.3857  0.00
C: 3.1120 -0.4456 7.0155  0.00
C: 1.8753 -0.1699 6.4213  0.00
C: -1.0231 -0.6374 5.1303  0.00
C: -1.1115 -1.3577 6.3267  0.00
C: -2.3666 -1.5532 6.9179  0.00
C: -3.5230 -1.0626 6.3038  0.00
C: -3.4252 -0.3768 5.0864  0.00
C: -2.1767 -0.1719 4.5037  0.00
H: 0.4531 1.8313 5.1316  0.00
H: 2.1383 -2.1105 3.6365  0.00
H: 4.3424 -2.6087 4.6772  0.00
H: 4.9781 -1.5273 6.8473  0.00
H: 3.3596 0.0249 7.9682  0.00
H: 1.1659 0.4874 6.9350  0.00
H: -0.2083 -1.7583 6.7918  0.00
H: -2.4302 -2.0925 7.8641  0.00
H: -4.4979 -1.2150 6.7677  0.00
H: -4.3141 0.0052 4.5814  0.00
H: -2.0876 0.3527 3.5461  0.00

Atoms 1-2, force components in eV/Å:
-0.1 -0.6 1.1
-0.1 -0.3 0.9

# 3
Entry from the OMol25 dataset: a cluster of 4 separate species, C26H35N3O5 in total (wB97M-V/def2-TZVPD).

Summary:
E_tot ... -1551.46543 a.u.
ΔE to the lowest compared entry with this formula, charge and spin ... 2220.83 kJ/mol
Structure (SMILES) ... CCCc1ccc2c(c1)C(=O)c1ccccc1C2=O.CN(C)C=O.CN(C)C=O.CN(C)C=O
HOMO ... -0.3049 Ha

Last column: Mulliken charge in e.
Element x y z (Å)
C: 5.4965 -2.3493 -1.4246  -0.84
C: 4.3045 -1.6279 -0.5239  0.30
C: 3.8935 -0.1377 -1.1621  -0.05
C: 2.5284 -0.4417 -2.0761  0.34
C: 2.7675 -1.2600 -3.5116  -0.43
C: 1.4866 -1.6680 -4.4894  -0.71
C: -0.0024 -1.2084 -3.9535  0.27
C: -0.2387 -0.3720 -2.5244  0.43
C: 1.0247 0.0349 -1.5529  -0.25
C: -1.8321 -0.0269 -2.1503  0.18
O: -2.2317 1.1666 -1.6620  -0.53
C: -2.8924 -1.2759 -2.4866  0.43
C: -4.1039 -1.6891 -1.4548  -0.25
C: -5.0395 -2.9855 -1.9097  -0.27
C: -4.7913 -3.8389 -3.3024  -0.38
C: -3.5815 -3.4159 -4.3510  -0.47
C: -2.6511 -2.1287 -3.9052  0.28
C: -1.3620 -1.6149 -4.8390  0.07
O: -1.4194 -1.5226 -6.1846  -0.53
H: 5.6592 -1.6756 -2.3678  0.20
H: 6.4548 -2.4788 -0.7654  0.32
H: 5.0755 -3.3979 -1.7720  0.22
H: 4.5621 -1.5645 0.6251  -0.36
H: 3.3438 -2.3283 -0.6246  0.34
H: 4.7600 0.3264 -1.7977  0.40
H: 3.5667 0.5485 -0.2415  -0.25
H: 3.8517 -1.6116 -3.8596  0.12
H: 1.5934 -2.2684 -5.4890  0.31
H: 0.8555 0.6368 -0.5370  0.18
H: -4.2474 -1.0729 -0.4685  0.06
H: -5.9002 -3.3379 -1.1856  0.30
H: -5.4947 -4.7737 -3.5256  0.27
H: -3.3594 -3.9775 -5.3638  0.32
C: -7.2226 1.0810 2.3577  -0.92
N: -6.8749 -0.3037 2.1153  0.11
C: -7.7798 -1.3407 2.5673  -0.92
C: -5.7117 -0.6664 1.4688  0.24
O: -5.3592 -1.8150 1.2327  -0.61
H: -7.3216 1.2373 3.4357  0.34
H: -8.1752 1.2979 1.8660  0.33
H: -6.4550 1.7541 1.9663  0.30
H: -7.2507 -1.9942 3.2677  0.29
H: -8.1002 -1.9340 1.7055  0.28
H: -8.6531 -0.9041 3.0591  0.38
H: -5.0985 0.1984 1.1686  0.22
C: -0.0754 5.4481 1.6048  -0.92
N: 0.2722 4.0635 1.3625  0.16
C: -0.6326 3.0264 1.8144  -0.85
C: 1.4354 3.7007 0.7159  0.03
O: 1.7879 2.5521 0.4798  -0.56
H: -0.1745 5.6045 2.6828  0.34
H: -1.0281 5.6650 1.1132  0.34
H: 0.6921 6.1212 1.2135  0.29
H: -0.1036 2.3729 2.5148  0.27
H: -0.9531 2.4331 0.9526  0.21
H: -1.5060 3.4630 2.3062  0.37
H: 2.0486 4.5655 0.4157  0.31
C: 4.7147 1.1699 2.5056  -0.92
N: 5.8419 0.4981 3.1181  0.18
C: 6.9031 1.2981 3.6945  -0.98
C: 5.9374 -0.8769 3.1702  0.00
O: 6.8605 -1.5060 3.6719  -0.62
H: 5.0787 1.7960 1.6860  0.35
H: 4.2252 1.7963 3.2569  0.40
H: 3.9923 0.4491 2.1132  0.22
H: 7.8449 1.0540 3.1938  0.30
H: 6.9956 1.0542 4.7572  0.30
H: 6.6900 2.3641 3.5785  0.38
H: 5.0787 -1.3861 2.7039  0.34

Atoms 1-2, force components in eV/Å:
-1.1 0.0 0.5
-0.5 -0.4 -0.6